Record 1
DFT (ωB97M-V/def2-TZVPD) results for C30H25F10MgN7O3 as an isolated structure at a distorted geometry.

Element x y z (Å)
Mg -0.1958 -0.1484 0.9925
C -0.8521 0.5465 4.5620
N -0.0222 -0.3726 3.7518
C -0.3803 -1.7829 3.9857
C -1.3108 -2.3854 2.9499
N -1.0712 -1.9327 1.6078
C -1.0608 -2.9150 0.6889
C -0.0593 -2.9168 -0.2909
F 0.7879 -1.8242 -0.3026
C -0.0171 -3.7658 -1.3688
F 0.9080 -3.5169 -2.3140
C -1.0106 -4.7119 -1.5876
F -1.0225 -5.4397 -2.7252
C -2.0254 -4.7691 -0.6535
F -3.1086 -5.5582 -0.9010
C -2.0208 -3.9399 0.4763
F -3.1424 -3.9776 1.2494
C 1.3678 -0.0672 4.0891
C 2.3288 -0.2309 2.9019
N 1.8217 0.1378 1.6117
C 2.7805 0.2264 0.6573
C 4.1071 -0.2942 0.5668
F 4.6125 -1.0306 1.5927
C 4.8891 -0.2194 -0.5745
F 6.1000 -0.8035 -0.6802
C 4.4309 0.4400 -1.7121
F 5.2126 0.5320 -2.8140
C 3.1549 0.9669 -1.6758
F 2.5985 1.4670 -2.8068
C 2.3842 0.8652 -0.5365
F 1.0405 1.1763 -0.5816
H -0.6521 0.4769 5.6408
H -1.9257 0.3805 4.3711
H -0.6043 1.5663 4.2322
H -0.8921 -1.8749 4.9550
H 0.5135 -2.4340 4.0205
H -2.3353 -2.1407 3.2310
H -1.1832 -3.4802 3.0790
H 1.7598 -0.7429 4.8724
H 1.4356 0.9467 4.4877
H 2.7038 -1.2634 2.8766
H 3.2089 0.3841 3.1561
N 0.6223 5.3109 0.4656
C -0.6266 5.3891 1.0342
O -1.0793 6.4782 1.3820
C -1.3446 4.1049 1.2298
C -2.7164 4.1469 1.5739
C -3.3669 2.9513 1.7849
C -2.6897 1.7434 1.6929
N -1.3709 1.7102 1.3828
C -0.7103 2.8858 1.1733
H 1.0598 6.2138 0.3370
H 1.0567 4.5182 0.0119
H -3.2469 5.1055 1.5612
H -4.4374 2.9912 2.0167
H -3.2082 0.7841 1.7881
H 0.3704 2.7907 0.9746
O 2.7720 -1.0037 -5.6832
C 1.4711 -0.4710 -6.0309
N 0.7125 -0.4809 -4.7929
C -0.5842 0.0037 -4.8016
O -1.1348 0.3256 -5.8435
C -1.2228 0.0826 -3.4752
C -2.6172 0.4034 -3.4722
C -3.3002 0.3433 -2.2850
C -2.6128 0.0527 -1.0962
N -1.2918 -0.2005 -1.0709
C -0.6321 -0.2608 -2.2904
H 3.2826 -1.1731 -6.4763
H 0.9511 -1.1254 -6.7405
H 1.5574 0.5351 -6.4372
H 1.2742 -0.5144 -3.9492
H -3.0924 0.7190 -4.4184
H -4.3656 0.5966 -2.2545
H -3.1457 -0.0210 -0.1638
H 0.4128 -0.5095 -2.2084

Properties
E_LUMO	-0.0304	hartree
multiplicity	1
HOMO energy	-7.281	eV
energy above the lowest of the compared OMol25 structures with the same formula, charge and spin	0.0	kcal/mol



Record 2
DFT (ωB97M-V/def2-TZVPD) results for C30H25FN4O20P2Tc as an isolated structure at a distorted geometry.

Element x y z (Å)
Tc -0.3353 0.8941 0.7329
C 0.9395 -1.9418 -5.6910
C 1.0905 -2.9753 -4.5486
C 2.4644 -3.6776 -4.6729
C 2.7684 -4.5747 -3.5031
C 2.5887 -3.9111 -2.2052
C 3.3596 -4.1826 -1.0851
C 3.1671 -3.5477 0.1328
F 3.8554 -3.9801 1.2238
C 2.2517 -2.4910 0.2115
C 1.4798 -2.1938 -0.9171
C 0.4406 -1.2608 -0.7409
O 0.2444 -0.9319 0.5124
C -0.5050 -1.1327 -1.8116
C -0.1992 -1.7326 -3.0166
N 0.9255 -2.4440 -3.2190
C 1.6912 -2.7952 -2.1348
C -1.7005 -0.2062 -1.7054
O -2.7699 -0.3825 -2.2049
O -1.6027 0.7793 -0.7228
H 1.2658 -2.3532 -6.6797
H 1.4736 -1.0274 -5.4701
H -0.1311 -1.6139 -5.8239
H 0.3092 -3.7238 -4.6855
H 3.1866 -2.8757 -4.8208
H 2.3938 -4.2331 -5.6524
H 3.8689 -4.9075 -3.5747
H 2.1975 -5.5551 -3.5555
H 4.0838 -5.0071 -1.1692
H 2.0766 -1.9156 1.1572
H -0.8534 -1.5598 -3.8783
C -0.6060 2.3715 4.8808
C 0.1831 3.1280 3.8005
O 0.7975 4.2719 4.3547
P -0.9838 3.6581 2.3364
O -2.5013 3.3969 2.6104
O -0.7315 5.2552 2.3111
O -0.5906 2.9614 1.0299
P 1.6396 2.0619 3.2288
O 1.9505 1.3188 4.6684
O 2.7570 2.8085 2.6529
O 1.0163 0.9311 2.3412
H -1.6676 2.3056 4.5715
H -0.5558 2.8485 5.8937
H -0.2744 1.3293 4.9617
H 1.4601 4.6092 3.7134
H -3.0749 2.5929 1.9981
H -1.3598 5.7589 1.7703
H 2.8470 1.5464 5.0323
O 3.6509 -0.2350 -0.1620
C 3.9208 0.8894 0.1808
C 3.4053 2.1034 -0.4629
C 4.3613 3.0442 -0.8536
C 3.9120 4.2680 -1.3463
C 2.5508 4.5565 -1.4362
C 1.6260 3.6119 -1.0075
C 1.9956 2.3534 -0.6322
O 1.1436 1.3647 -0.5912
N 4.8749 5.2764 -1.8028
O 4.5276 6.4335 -2.0149
O 6.0338 4.8795 -1.9567
H 4.5634 1.1159 1.0559
H 5.4291 2.8220 -0.8554
H 2.2066 5.5677 -1.7118
H 0.5179 3.8101 -1.0415
O -3.8466 1.6568 1.3719
C -3.3062 0.5147 1.4381
O -2.0865 0.3338 1.7294
C -4.2686 -0.5932 1.4944
C -5.6472 -0.2789 1.6041
C -6.5802 -1.2304 1.9140
C -6.2661 -2.6080 2.0039
C -4.9148 -2.8918 1.8673
C -3.9220 -1.9378 1.5262
N -4.6023 -4.2835 1.8820
O -5.5321 -5.1592 1.7921
O -3.4045 -4.5687 1.8867
N -7.9133 -0.7193 2.1488
O -8.0638 0.4936 1.7498
O -8.7916 -1.3786 2.7095
H -5.9604 0.7397 1.5383
H -7.0546 -3.3660 1.9828
H -2.8900 -2.2781 1.3613

Properties
⟨S²⟩	3.767
E_LUMO (spin up / spin down)	-0.0587 / -0.0684	hartree
multiplicity	4
HOMO energy (spin up / spin down)	-8.871 / -8.859	eV



Record 3
DFT (ωB97M-V/def2-TZVPD) results for C30H25N7O2S2W as an isolated structure at a distorted geometry.

Element x y z (Å)
W -0.1184 -0.6721 0.4898
N 1.9781 -1.6472 4.4139
C 1.2621 -1.3040 3.3290
S 1.8306 -1.4477 1.6243
N -0.0327 -1.1034 3.5924
N -0.7645 -0.7753 2.5304
C -2.0405 -0.6159 2.8373
C -3.2353 -0.5556 2.0429
C -4.5614 -0.6566 2.5707
C -5.6806 -0.6603 1.7489
C -5.5298 -0.3489 0.3412
C -4.2341 -0.2722 -0.1551
C -3.1427 -0.4611 0.6494
O -1.8221 -0.3388 0.2032
H 2.9088 -1.9222 4.1807
H 1.8150 -1.5566 5.3824
H -2.2557 -0.7192 3.8838
H -4.7833 -0.8395 3.5627
H -6.5985 -0.7529 2.3092
H -6.3641 -0.3379 -0.3286
H -4.2559 -0.0879 -1.2344
S 1.4900 -6.8262 -3.8788
N 0.6429 -6.8064 -2.5675
C 0.4934 -5.4708 -2.2735
C -0.2267 -4.9772 -1.0744
C -0.9498 -5.7514 -0.2350
C -1.7033 -5.0616 0.7718
C -1.4138 -3.7101 1.0091
N -0.6188 -3.0035 0.2512
C -0.0711 -3.6239 -0.7866
C 0.6107 -2.7075 -1.7107
N 0.6036 -1.3847 -1.4002
C 1.0042 -0.5060 -2.3508
C 1.4304 -0.9285 -3.6016
C 1.6222 -2.2384 -3.8804
C 1.0646 -3.1448 -2.9599
C 1.0722 -4.6020 -3.1864
N 1.7175 -5.2467 -4.1417
H -0.9483 -6.8345 -0.3471
H -2.4004 -5.6700 1.3093
H -1.8495 -3.1794 1.8317
H 0.8705 0.5912 -2.0942
H 1.7163 -0.2209 -4.3342
H 2.0473 -2.5893 -4.8209
C 2.1520 7.4363 -0.1999
C 1.9077 5.9783 -0.3089
C 0.5777 5.4690 -0.4939
C 0.3039 4.1147 -0.5993
C -1.0515 3.5724 -0.9108
C 1.5227 3.3174 -0.1859
C 1.6103 1.9769 0.0881
O 0.4030 1.0608 0.2508
C 2.9061 3.8341 0.0577
C 4.1029 3.0092 0.4570
C 3.0088 5.2130 -0.0600
H 3.2388 7.7190 0.0026
H 1.5459 7.6630 0.6847
H 1.7830 8.0708 -0.9729
H -0.1076 6.2897 -0.6143
H -1.7425 3.4961 -0.0558
H -0.9454 2.6023 -1.4253
H -1.5714 4.2718 -1.6209
H 2.4774 1.4885 0.6032
H 3.9178 2.5963 1.4714
H 4.8983 3.7042 0.5340
H 4.4685 2.3442 -0.3443
H 4.0146 5.7399 0.1394

Properties
E_LUMO (spin up / spin down)	-0.5135 / -0.5135	hartree
net charge	+4
multiplicity	1
HOMO energy (spin up / spin down)	-18.976 / -18.976	eV
energy above the lowest of the compared OMol25 structures with the same formula, charge and spin	22.6	kcal/mol



Record 4
DFT (ωB97M-V/def2-TZVPD) results for C30H26BrN2O4PPd as an isolated structure at a distorted geometry.

Element x y z (Å)
Pd 0.0282 -0.1902 -0.0897
O -3.7556 3.5329 0.2421
C -4.2951 2.7765 -0.7652
C -5.4929 3.1248 -1.3764
C -6.0045 2.3506 -2.4052
C -5.3124 1.2361 -2.8424
C -4.1247 0.8817 -2.2269
C -3.6107 1.6363 -1.1871
C -2.3323 1.1783 -0.4866
O -1.8932 0.0136 -0.9563
N -1.3249 2.2636 -0.6509
N -0.0578 1.8988 -0.6272
C 0.9298 2.7309 -0.5535
C 2.2979 2.3216 -0.5803
Br 2.5462 0.3875 -0.6503
C 3.3393 3.1821 -0.4950
C 4.7640 2.9509 -0.3882
C 5.5177 3.9005 0.3161
C 6.8600 3.7000 0.5656
C 7.4924 2.5566 0.1010
C 6.7761 1.6407 -0.6502
C 5.4338 1.8409 -0.9101
H -4.3759 4.2311 0.4855
H -6.0246 4.0030 -1.0316
H -6.9421 2.6253 -2.8671
H -5.6980 0.6328 -3.6499
H -3.5734 0.0035 -2.5288
H -2.5650 1.1335 0.6111
H -1.5932 3.1845 -0.3126
H 0.7403 3.8016 -0.4784
H 3.0499 4.2244 -0.3927
H 5.0352 4.7899 0.6966
H 7.4168 4.4263 1.1386
H 8.5347 2.3806 0.3230
H 7.2579 0.7488 -1.0233
H 4.9160 1.1378 -1.5387
O 0.1625 -1.3388 3.9566
C -0.0559 -1.2307 2.7682
O 0.1322 -0.1887 2.0675
C -0.6419 -2.4842 2.0140
P -0.0254 -2.4721 0.2972
C 1.5965 -3.2730 0.3893
C 2.5302 -2.7508 1.2857
C 3.8144 -3.2569 1.3196
C 4.1794 -4.2828 0.4610
C 3.2567 -4.8010 -0.4339
C 1.9713 -4.2936 -0.4790
C -1.0495 -3.5829 -0.7051
C -1.7820 -4.6459 -0.1938
C -2.5266 -5.4376 -1.0515
C -2.5372 -5.1772 -2.4127
C -1.8115 -4.1124 -2.9239
C -1.0775 -3.3109 -2.0711
H -1.7300 -2.3562 1.9846
H -0.3889 -3.3959 2.5596
H 2.2444 -1.9482 1.9523
H 4.5339 -2.8416 2.0098
H 5.1841 -4.6763 0.4872
H 3.5409 -5.5981 -1.1051
H 1.2556 -4.6909 -1.1841
H -1.7675 -4.8510 0.8671
H -3.1019 -6.2627 -0.6585
H -3.1193 -5.8008 -3.0750
H -1.8262 -3.9085 -3.9844
H -0.5228 -2.4548 -2.4414

Properties
E_LUMO (spin up / spin down)	-0.0354 / -0.0288	hartree
multiplicity	1
HOMO energy (spin up / spin down)	-7.825 / -7.757	eV
energy above the lowest of the compared OMol25 structures with the same formula, charge and spin	27.4	kcal/mol



Record 5
DFT (ωB97M-V/def2-TZVPD) results for a 2-piece molecular cluster, C30H26F3O7S3 overall at a distorted geometry.

Element x y z (Å)
C -5.0225 2.8234 -4.2017
C -3.6772 2.5128 -3.6171
C -3.2866 1.1916 -3.3608
C -2.0294 0.9196 -2.8378
C -1.0780 1.9522 -2.6402
C 0.3033 1.6257 -2.4398
S 1.3681 2.8549 -3.1134
C 2.6119 1.8538 -4.0718
F 3.5618 2.6763 -4.5463
F 3.2046 0.9186 -3.2886
F 2.0123 1.2173 -5.0993
O 0.7458 3.6990 -4.1018
O 2.1194 3.4583 -2.0286
C -1.5389 3.2979 -2.7715
C -2.7702 3.5491 -3.3463
H -5.1162 3.9012 -4.3698
H -5.1620 2.3117 -5.1618
H -5.8380 2.5055 -3.5403
H -3.9825 0.3749 -3.5692
H -1.7319 -0.0962 -2.5895
H 0.6580 0.6115 -2.6513
H -0.9374 4.1300 -2.4079
H -3.0552 4.5749 -3.5912
C 6.7970 -0.5801 1.9750
O 6.1966 0.0842 0.8431
C 4.8847 -0.1071 0.5394
C 4.2763 0.8883 -0.2566
C 2.9100 0.9076 -0.3997
C 2.0653 -0.0769 0.1469
C 0.6246 0.0490 0.0788
C -0.1705 -0.4908 1.0608
S -1.7320 -1.3072 0.7491
C -1.4297 -3.0614 0.4604
C -1.5291 -3.5554 -0.8463
C -1.3719 -4.9238 -1.0820
C -1.1329 -5.8029 -0.0175
C -1.0438 -5.3039 1.2858
C -1.1957 -3.9355 1.5250
O -2.4898 -1.2388 1.9799
O -2.3161 -0.8019 -0.4720
S 0.3361 -0.5581 2.7893
C -0.9594 0.1134 3.8380
C -1.1964 -0.5379 5.0466
C -2.1698 -0.0325 5.9123
C -2.8821 1.1218 5.5721
C -2.5979 1.7894 4.3744
C -1.6223 1.2930 3.5029
O 0.3954 -1.9789 3.0989
O 1.4917 0.2758 3.0101
C 2.7162 -1.1679 0.7900
C 4.0860 -1.1815 1.0094
H 7.8032 -0.1591 2.0085
H 6.2576 -0.3540 2.9051
H 6.8404 -1.6638 1.8087
H 4.9048 1.6611 -0.6901
H 2.4530 1.7407 -0.9181
H 0.1509 0.6398 -0.7038
H -1.7408 -2.8687 -1.6647
H -1.4494 -5.2985 -2.1038
H -1.0263 -6.8752 -0.2028
H -0.8643 -5.9720 2.1294
H -1.1126 -3.5529 2.5388
H -0.6455 -1.4503 5.2783
H -2.3620 -0.5585 6.8483
H -3.6513 1.5055 6.2462
H -3.1398 2.6980 4.1091
H -1.3901 1.7935 2.5626
H 2.1291 -2.0282 1.1096
H 4.5429 -2.0013 1.5708

Properties
E_LUMO	0.0557	hartree
net charge	-1
multiplicity	1
HOMO energy	-3.436	eV



Record 6
DFT (ωB97M-V/def2-TZVPD) results for C30H27BMgN8PSbSe4 as an isolated structure at a distorted geometry.

Element x y z (Å)
Mg 0.2554 0.2579 -0.7349
C -0.9127 -2.5139 -2.3001
C -1.4081 -2.2573 -1.0191
N -1.5325 -0.9603 -0.8208
N -1.1400 -0.3718 -1.9452
C -0.7488 -1.2642 -2.8534
B -1.4307 1.0607 -2.1835
N -0.1803 1.7071 -2.7710
C -0.0170 2.6297 -3.7274
C 1.3376 2.8743 -3.8536
C 1.9383 2.0352 -2.9193
N 1.0014 1.3388 -2.2901
N -1.7823 1.6854 -0.8508
C -2.9268 2.1562 -0.3456
C -2.6999 2.4986 0.9742
C -1.3590 2.1912 1.1928
N -0.8396 1.7062 0.0775
N -2.5881 1.2180 -3.1749
C -3.2529 2.3385 -3.5232
C -4.1479 2.0087 -4.5160
C -3.9506 0.6371 -4.7116
N -3.0111 0.1782 -3.9059
H -0.6695 -3.4656 -2.7281
H -1.6672 -2.9609 -0.2468
H -0.3772 -0.9665 -3.8166
H -0.8492 3.0526 -4.2551
H 1.8122 3.5597 -4.5245
H 2.9807 1.9270 -2.6752
H -3.8307 2.2082 -0.9192
H -3.4046 2.8936 1.6783
H -0.7496 2.3021 2.0764
H -3.0572 3.2859 -3.0523
H -4.8341 2.6643 -5.0160
H -4.4355 -0.0207 -5.4076
Se 3.4875 1.7093 4.1687
Sb 3.9876 0.9164 1.9024
Se 1.9311 0.5947 0.5863
Se 5.6815 -0.7563 2.5580
Se 5.6059 2.4022 0.8003
C 0.4494 -6.7602 -0.8444
C 0.1017 -6.1247 0.3360
C 0.4882 -4.8171 0.5620
C 1.2399 -4.1292 -0.3862
C 1.5996 -4.7824 -1.5631
C 1.2113 -6.0892 -1.7890
P 1.5188 -2.3269 -0.2273
C 3.2991 -2.2488 -0.6448
C 4.2345 -3.1862 -0.2117
C 5.5864 -2.9491 -0.3859
C 6.0178 -1.7869 -1.0039
C 5.0934 -0.9033 -1.5386
C 3.7421 -1.1474 -1.3740
C 1.5014 -2.2195 1.6095
C 0.3057 -1.8154 2.2070
C 0.2524 -1.5637 3.5664
C 1.4007 -1.6578 4.3392
C 2.5901 -2.0574 3.7551
C 2.6294 -2.3727 2.4057
H 0.1246 -7.7739 -1.0270
H -0.4793 -6.6457 1.0858
H 0.2136 -4.3314 1.4914
H 2.1988 -4.2564 -2.2992
H 1.4880 -6.5827 -2.7117
H 3.9005 -4.0905 0.2800
H 6.2957 -3.6562 0.0145
H 7.0681 -1.5588 -1.0703
H 5.4292 -0.0087 -2.0439
H 3.0058 -0.4509 -1.7761
H -0.5871 -1.6737 1.5970
H -0.6832 -1.2553 4.0148
H 1.3780 -1.4012 5.3877
H 3.5079 -2.0897 4.3307
H 3.5687 -2.6784 1.9686

Properties
⟨S²⟩	0.760
E_LUMO (spin up / spin down)	0.0785 / 0.0478	hartree
net charge	-1
multiplicity	2
HOMO energy (spin up / spin down)	-3.869 / -3.661	eV
energy above the lowest of the compared OMol25 structures with the same formula, charge and spin	125.5	kcal/mol



Repeat the fourth record exactly.
DFT (ωB97M-V/def2-TZVPD) results for C30H26BrN2O4PPd as an isolated structure at a distorted geometry.

Element x y z (Å)
Pd 0.0282 -0.1902 -0.0897
O -3.7556 3.5329 0.2421
C -4.2951 2.7765 -0.7652
C -5.4929 3.1248 -1.3764
C -6.0045 2.3506 -2.4052
C -5.3124 1.2361 -2.8424
C -4.1247 0.8817 -2.2269
C -3.6107 1.6363 -1.1871
C -2.3323 1.1783 -0.4866
O -1.8932 0.0136 -0.9563
N -1.3249 2.2636 -0.6509
N -0.0578 1.8988 -0.6272
C 0.9298 2.7309 -0.5535
C 2.2979 2.3216 -0.5803
Br 2.5462 0.3875 -0.6503
C 3.3393 3.1821 -0.4950
C 4.7640 2.9509 -0.3882
C 5.5177 3.9005 0.3161
C 6.8600 3.7000 0.5656
C 7.4924 2.5566 0.1010
C 6.7761 1.6407 -0.6502
C 5.4338 1.8409 -0.9101
H -4.3759 4.2311 0.4855
H -6.0246 4.0030 -1.0316
H -6.9421 2.6253 -2.8671
H -5.6980 0.6328 -3.6499
H -3.5734 0.0035 -2.5288
H -2.5650 1.1335 0.6111
H -1.5932 3.1845 -0.3126
H 0.7403 3.8016 -0.4784
H 3.0499 4.2244 -0.3927
H 5.0352 4.7899 0.6966
H 7.4168 4.4263 1.1386
H 8.5347 2.3806 0.3230
H 7.2579 0.7488 -1.0233
H 4.9160 1.1378 -1.5387
O 0.1625 -1.3388 3.9566
C -0.0559 -1.2307 2.7682
O 0.1322 -0.1887 2.0675
C -0.6419 -2.4842 2.0140
P -0.0254 -2.4721 0.2972
C 1.5965 -3.2730 0.3893
C 2.5302 -2.7508 1.2857
C 3.8144 -3.2569 1.3196
C 4.1794 -4.2828 0.4610
C 3.2567 -4.8010 -0.4339
C 1.9713 -4.2936 -0.4790
C -1.0495 -3.5829 -0.7051
C -1.7820 -4.6459 -0.1938
C -2.5266 -5.4376 -1.0515
C -2.5372 -5.1772 -2.4127
C -1.8115 -4.1124 -2.9239
C -1.0775 -3.3109 -2.0711
H -1.7300 -2.3562 1.9846
H -0.3889 -3.3959 2.5596
H 2.2444 -1.9482 1.9523
H 4.5339 -2.8416 2.0098
H 5.1841 -4.6763 0.4872
H 3.5409 -5.5981 -1.1051
H 1.2556 -4.6909 -1.1841
H -1.7675 -4.8510 0.8671
H -3.1019 -6.2627 -0.6585
H -3.1193 -5.8008 -3.0750
H -1.8262 -3.9085 -3.9844
H -0.5228 -2.4548 -2.4414

Properties
E_LUMO (spin up / spin down)	-0.0354 / -0.0288	hartree
multiplicity	1
HOMO energy (spin up / spin down)	-7.825 / -7.757	eV
energy above the lowest of the compared OMol25 structures with the same formula, charge and spin	27.4	kcal/mol



The highest multiplicity belongs to which entry? C30H25FN4O20P2Tc



Number 3 is which compound? C30H25N7O2S2W